1.
Molecular formula: C6H25NO7
Method: DFT, ωB97M-V/def2-TZVPD

Cartesian coordinates (Å):
C (1.12185, 1.16190, -2.36979)
O (1.10180, -0.10156, -1.77131)
C (2.37803, -0.77019, -1.62706)
C (2.94660, -0.49977, -0.13633)
C (4.41411, -1.00430, 0.11336)
N (2.13553, -1.19279, 0.88937)
H (1.93926, 1.88140, -2.32221)
H (0.41673, 1.85249, -1.90719)
H (1.01293, 1.00191, -3.44247)
H (2.17636, -1.83017, -1.78148)
H (3.14461, -0.35428, -2.28088)
H (2.93016, 0.56217, 0.10884)
H (5.07254, -0.66344, -0.68564)
H (4.48128, -2.09165, 0.14851)
H (4.84046, -0.60230, 1.03246)
H (2.54441, -1.17299, 1.81269)
H (2.01407, -2.11711, 0.50079)
O (-3.76376, -0.06076, 2.90868)
C (-3.62186, 0.86248, 1.82187)
C (-4.00133, 0.16441, 0.44343)
O (-3.34050, -1.08484, 0.34331)
H (-3.67258, -0.92068, 2.49175)
H (-4.08580, 1.84864, 1.80273)
H (-2.56237, 1.11653, 1.85402)
H (-3.77713, 0.88606, -0.34210)
H (-5.08040, 0.02052, 0.38851)
H (-3.33055, -1.44937, -0.54473)
O (0.69135, 0.40696, 3.59326)
H (0.34974, 0.53384, 2.70814)
H (1.18004, -0.41475, 3.54640)
O (-1.70364, 2.48176, -0.95878)
H (-2.01420, 2.06172, -1.76087)
H (-1.23964, 1.78869, -0.48910)
O (-0.24333, 0.24401, 0.81974)
H (0.51373, -0.34056, 0.78295)
H (-0.99798, -0.33293, 0.70194)
O (-1.64412, -0.58071, -1.91204)
H (-1.59091, -0.65566, -2.86481)
H (-0.73548, -0.63470, -1.61594)

As for the LUMO energy: 0.3 eV. The HOMO energy is -9.583 eV. As for the gap between HOMO and LUMO: 9.907 eV. For the largest force on an atom, the calculation gives 2.93 eV/A. The value obtained for the total energy is -22448.548 eV.



2.
Molecular formula: CHCl3FOP
Method: DFT, ωB97M-V/def2-TZVPD

Cartesian coordinates (Å):
C (-0.01713, -1.02945, -0.00953)
O (-1.14481, 1.77615, 0.30867)
F (-0.91746, -1.91964, 0.27828)
P (-0.03078, 0.80716, 0.34305)
Cl (-1.06142, -0.02236, -2.35261)
Cl (1.59483, 1.27977, -0.66906)
Cl (0.54722, 0.49121, 2.26631)
H (1.02955, -1.38286, -0.16511)

As for the LUMO energy (alpha / beta): -2.6 / -3.0 eV. The HOMO energy (alpha / beta) is -10.473 / -10.348 eV. As for the gap between HOMO and LUMO (alpha / beta): 7.914 / 7.304 eV. For the largest force on an atom, the calculation gives 2.16 eV/A. The value obtained for the total energy is -52673.330 eV.



3.
Molecular formula: C11H21N5O3
Method: DFT, ωB97M-V/def2-TZVPD

Cartesian coordinates (Å):
H (-7.21768, 0.65307, -0.35745)
N (-6.85033, 0.40330, 0.54937)
C (-5.61240, 0.10336, 0.56015)
N (-5.05612, -0.52758, 1.70170)
N (-4.66867, 0.24419, -0.43935)
C (-3.31750, -0.34107, -0.47997)
C (-2.29798, 0.59611, 0.12136)
C (-0.90889, -0.00623, 0.15840)
C (-0.07657, -0.00950, -1.17123)
N (-0.68660, -0.97434, -2.14408)
C (1.36304, -0.37213, -0.89623)
O (1.73489, -1.50600, -1.23456)
N (2.21161, 0.45914, -0.27295)
C (1.97048, 1.86647, -0.04541)
C (3.34357, 2.49550, -0.21826)
C (4.27248, 1.44712, 0.37540)
C (3.65470, 0.11885, -0.02770)
C (3.81650, -1.02733, 1.02257)
O (4.22444, -0.84650, 2.14499)
O (3.65670, -2.20993, 0.50326)
H (-5.79014, -0.47052, 2.41948)
H (-4.16511, -0.21933, 2.02285)
H (-4.92493, 0.85366, -1.18079)
H (-3.38120, -1.32315, 0.02911)
H (-3.07507, -0.50700, -1.54119)
H (-2.23751, 1.57661, -0.41692)
H (-2.66629, 0.83569, 1.12501)
H (-1.05294, -1.05887, 0.42718)
H (-0.33917, 0.47526, 0.98888)
H (-0.15177, 1.04724, -1.60850)
H (-0.42368, -1.85346, -1.74377)
H (-0.06069, -0.88436, -2.95511)
H (1.23301, 2.19530, -0.77110)
H (1.58081, 2.01283, 0.94405)
H (3.52154, 3.47916, 0.27383)
H (3.54737, 2.63679, -1.32301)
H (4.25663, 1.48288, 1.48301)
H (5.27647, 1.52678, 0.03385)
H (4.07371, -0.21404, -0.95639)
H (3.17458, -2.20504, -0.36008)

As for the LUMO energy: 0.4 eV. The HOMO energy is -8.685 eV. As for the gap between HOMO and LUMO: 9.052 eV. For the largest force on an atom, the calculation gives 2.35 eV/A. The value obtained for the total energy is -25341.706 eV.



4.
Molecular formula: C35H53AsAuNP2
Method: DFT, ωB97M-V/def2-TZVPD

Cartesian coordinates (Å):
Au (0.36455, 0.32936, -0.06279)
C (-0.83889, -4.00868, 2.12248)
C (-1.01468, -2.62026, 1.51625)
C (-2.41994, -2.41148, 0.95799)
P (0.21085, -1.96557, 0.26246)
C (1.82928, -2.80232, 0.67025)
C (2.93175, -1.93384, 0.06953)
C (1.94676, -4.22873, 0.14840)
C (-0.33897, -2.54823, -1.34663)
C (-0.85632, -3.83904, -1.45535)
C (-1.45514, -4.30259, -2.60527)
C (-1.98038, -5.70320, -2.71235)
C (-1.57437, -3.40796, -3.67159)
C (-1.07685, -2.13332, -3.59739)
C (-0.39582, -1.65084, -2.45382)
N (0.07857, -0.40847, -2.31693)
C (0.46274, 0.46726, -3.24966)
C (0.87522, 0.10750, -4.55523)
C (1.25875, 1.03788, -5.48480)
C (1.27769, 2.40108, -5.18348)
C (1.65420, 3.42119, -6.21836)
C (0.97724, 2.77116, -3.88693)
C (0.59224, 1.85185, -2.91143)
P (0.39590, 2.35139, -1.19046)
C (1.73587, 3.55601, -0.69202)
C (1.66933, 5.00206, -1.17291)
C (3.09112, 2.92872, -1.00204)
C (-1.17543, 3.34469, -1.00609)
C (-2.30542, 2.37154, -0.67975)
C (-1.53124, 4.19572, -2.22057)
H (-1.49402, -4.09180, 2.98856)
H (0.17985, -4.16916, 2.46435)
H (-1.10623, -4.80201, 1.43038)
H (-0.88170, -1.90659, 2.34134)
H (-2.68182, -3.20250, 0.25926)
H (-2.46990, -1.46578, 0.41483)
H (-3.15061, -2.39287, 1.76574)
H (1.91336, -2.79369, 1.76694)
H (2.82553, -1.90226, -1.01401)
H (3.91513, -2.33483, 0.31010)
H (2.86602, -0.91009, 0.44113)
H (1.82059, -4.23012, -0.93158)
H (1.20445, -4.89286, 0.58058)
H (2.93348, -4.62543, 0.38399)
H (-0.78673, -4.49875, -0.60481)
H (-1.90550, -6.22687, -1.76136)
H (-1.41376, -6.26119, -3.45727)
H (-3.02320, -5.70174, -3.02648)
H (-2.07562, -3.73496, -4.57301)
H (-1.23276, -1.45511, -4.42450)
H (0.90603, -0.94340, -4.80882)
H (1.55452, 0.71272, -6.47425)
H (1.46401, 3.03702, -7.21707)
H (2.71501, 3.66749, -6.15256)
H (1.08481, 4.33973, -6.08742)
H (1.04065, 3.81606, -3.62365)
H (1.60815, 3.56577, 0.40666)
H (1.82989, 5.08054, -2.24490)
H (2.45707, 5.57318, -0.68204)
H (0.71869, 5.46269, -0.91663)
H (3.26058, 2.88016, -2.07636)
H (3.13762, 1.91610, -0.59953)
H (3.88909, 3.51759, -0.55192)
H (-1.00529, 3.98877, -0.13142)
H (-2.42042, 1.63806, -1.47674)
H (-3.24750, 2.90532, -0.56170)
H (-2.08795, 1.83814, 0.24598)
H (-1.67477, 3.56653, -3.09662)
H (-0.75765, 4.92478, -2.44465)
H (-2.45722, 4.73737, -2.02961)
C (0.91269, 2.68235, 4.69669)
As (0.78895, 1.80206, 2.93128)
C (1.91076, 0.24172, 3.37469)
C (-1.02648, 0.98198, 3.12508)
C (-1.41246, 0.41356, 4.44281)
C (-2.34142, 1.05015, 5.26107)
C (-2.76772, 0.47457, 6.44408)
C (-2.24891, -0.74168, 6.85229)
C (-1.30531, -1.37535, 6.06254)
C (-0.89805, -0.80649, 4.87110)
H (0.62185, 1.99620, 5.49244)
H (0.26846, 3.56221, 4.73921)
H (1.94171, 3.00588, 4.86583)
H (1.85599, -0.00433, 4.43361)
H (2.95056, 0.46117, 3.12891)
H (1.60251, -0.61960, 2.78110)
H (-1.05342, 0.19882, 2.36117)
H (-1.74285, 1.75298, 2.82588)
H (-2.74537, 2.00537, 4.95306)
H (-3.51438, 0.96803, 7.04945)
H (-2.57561, -1.19406, 7.77623)
H (-0.88596, -2.32424, 6.36710)
H (-0.17606, -1.33021, 4.26198)

As for the LUMO energy: 0.7 eV. The HOMO energy is -6.210 eV. As for the gap between HOMO and LUMO: 6.896 eV. For the largest force on an atom, the calculation gives 1.16 eV/A. The value obtained for the total energy is -121755.101 eV.